(1)
{
  "formula": "C12H17BrSi",
  "method": "ωB97M-V/def2-TZVPD",
  "homo_ev": [-7.71, -7.56],
  "total_energy_ha": -3330.7733,
  "symbols": ["C", "C", "C", "C", "C", "C", "C", "C", "C", "C", "C", "C", "Si", "Br", "H", "H", "H", "H", "H", "H", "H", "H", "H", "H", "H", "H", "H", "H", "H", "H", "H"],
  "positions_angstrom": [[-0.19375, 0.08712, 0.06535], [0.97339, 0.38740, 0.02536], [-4.17665, -1.90556, -0.00258], [-3.32949, -1.70957, -1.26609], [-3.38944, -1.52945, 1.32035], [-2.46453, -0.41689, -1.12395], [-2.63961, -0.31545, 0.98960], [-1.43656, -0.43473, 0.03157], [-3.16484, 0.54601, -0.12852], [3.25457, 0.74296, -1.66742], [2.79261, 2.75222, 0.60922], [3.93630, -0.08064, 1.27559], [2.76506, 0.88539, 0.15508], [-3.02155, 2.43111, -0.07349], [-5.06878, -1.20331, -0.04378], [-4.47105, -3.00563, 0.14105], [-2.74114, -2.65703, -1.53965], [-3.95281, -1.54559, -2.10017], [-3.95671, -1.37328, 2.25755], [-2.79576, -2.40015, 1.77021], [-2.07840, 0.08530, -2.07600], [-2.36248, 0.34979, 1.84451], [2.50739, 1.36949, -2.30931], [4.24474, 1.00672, -1.91026], [2.99218, -0.31053, -1.92962], [1.73923, 3.08877, 0.36681], [2.95053, 3.13496, 1.60297], [3.51300, 3.16581, -0.14559], [3.98608, -1.05760, 0.93118], [4.91402, 0.30663, 1.06802], [3.48168, -0.15840, 2.30539]],
  "forces_ev_per_angstrom": [[0.4, 0.4, 0.0], [1.7, 0.3, 0.8], [-0.8, -1.1, 1.8], [1.7, -0.6, 0.5], [-0.6, -2.2, 0.6], [1.0, 0.6, -1.9], [2.6, 2.5, 2.9], [-5.6, 0.0, -1.0], [2.4, -1.4, -0.4], [-3.0, -0.1, -0.4], [-1.2, -0.3, -1.6], [-2.3, 0.8, 0.5], [0.0, 1.2, -0.4], [0.1, -0.5, -0.2], [0.9, -1.2, 0.0], [-0.1, 1.7, -0.6], [-0.4, 1.5, 0.6], [-1.0, 0.1, -1.0], [-0.8, 0.4, -1.0], [0.1, 1.1, -1.4], [-0.7, -1.1, 1.0], [-0.3, -0.9, 0.0], [1.4, -0.9, 1.2], [1.2, 0.1, -0.4], [0.6, 0.6, 0.0], [1.2, -0.1, -0.1], [0.5, -0.2, 0.4], [-0.7, 0.1, 0.8], [0.0, -2.2, -0.7], [0.6, 0.6, 0.8], [1.2, 0.6, -0.8]]
}


(2)
{
  "formula": "C11H23N2O4P2Sn",
  "method": "ωB97M-V/def2-TZVPD",
  "total_charge": 1,
  "homo_ev": [-8.33, -8.15],
  "total_energy_ha": -1740.0231,
  "relative_energy_kj_mol": 216.3,
  "symbols": ["Sn", "P", "C", "C", "N", "C", "C", "C", "C", "C", "P", "H", "H", "H", "H", "H", "H", "H", "H", "O", "H", "H", "O", "H", "C", "H", "H", "H", "C", "H", "H", "H", "C", "H", "H", "H", "C", "H", "H", "H", "O", "N", "O"],
  "positions_angstrom": [[0.08427, 0.05461, 1.17295], [-2.33344, 0.22203, 0.77334], [-2.20539, 0.83733, -0.96928], [-0.81518, 1.18650, -1.49888], [0.27784, 0.87329, -0.79165], [1.51929, 1.25494, -1.14371], [1.69317, 1.97925, -2.31985], [0.57454, 2.25430, -3.11403], [-0.70045, 1.85855, -2.70226], [2.66412, 0.99996, -0.18875], [2.51732, -0.48495, 0.89419], [-1.61100, 2.06535, -3.26814], [2.71057, 2.29563, -2.56931], [0.69309, 2.78930, -4.04595], [3.59103, 0.85123, -0.75579], [2.79551, 1.85674, 0.50712], [-2.66111, 0.10306, -1.58128], [-2.85045, 1.74047, -0.97607], [-2.87444, -4.39034, -3.32708], [-2.21364, -4.26774, -3.96791], [-2.08730, -3.32420, -4.00979], [-0.41837, -2.57443, 2.21452], [-0.25307, -2.62519, 1.29763], [-0.00614, -3.51749, 1.12689], [3.15666, -1.81326, -0.12986], [3.97082, -1.40959, -0.74464], [3.54572, -2.61179, 0.51028], [2.37871, -2.21623, -0.78117], [3.64449, -0.23308, 2.27030], [3.68228, -1.14852, 2.87150], [4.64583, -0.01392, 1.87730], [3.29585, 0.59822, 2.89818], [-2.97379, 1.60614, 1.75397], [-4.00796, 1.81066, 1.43420], [-2.93918, 1.32138, 2.81227], [-2.34627, 2.50090, 1.60469], [-3.59513, -1.07242, 0.71128], [-3.82067, -1.37035, 1.75344], [-4.50077, -0.67145, 0.23237], [-3.21534, -1.94075, 0.14846], [-0.56401, 1.30969, 3.93874], [0.24980, 1.34119, 3.00944], [1.30221, 1.97501, 3.07237]],
  "forces_ev_per_angstrom": [[-0.3, -2.4, 2.9], [-2.0, 0.9, -0.8], [0.1, 1.2, 0.9], [-0.7, 0.2, -0.3], [0.1, 0.6, -0.3], [0.1, 0.6, -0.5], [0.0, -0.3, 0.1], [0.1, -0.1, 0.2], [0.3, 0.0, 0.0], [0.7, 0.1, 0.1], [1.6, -0.4, -0.3], [0.5, 0.1, 0.1], [-0.5, 0.0, -0.1], [0.0, 0.0, 0.0], [-0.1, 0.5, 0.0], [-0.1, -0.3, -0.5], [-0.5, -0.7, -0.9], [0.4, -0.4, -0.4], [-1.4, -0.4, 1.3], [1.3, 0.0, -1.1], [0.1, 0.4, -0.2], [-0.3, 0.1, 1.8], [-0.1, 0.3, -1.7], [0.3, -1.4, -0.3], [0.7, -0.1, -0.4], [0.0, -0.4, 0.0], [-0.1, 0.1, -0.2], [0.0, 0.0, 0.1], [0.7, 0.3, 0.0], [0.0, 0.2, -0.1], [0.0, 0.0, 0.3], [0.1, -0.2, -0.2], [-0.6, 0.1, -0.3], [0.3, 0.2, 0.3], [0.0, 0.2, -0.2], [-0.2, -0.4, 0.1], [-0.3, -0.1, 0.2], [0.0, 0.1, -0.6], [0.1, -0.3, 0.2], [-0.1, 0.3, 0.3], [0.8, -0.2, -0.7], [-1.0, 1.6, 1.2], [0.2, 0.0, 0.1]]
}


(3)
{
  "formula": "C11H13CoNO5S",
  "method": "ωB97M-V/def2-TZVPD",
  "homo_ev": [-9.51, -9.24],
  "s2": 1.049,
  "spin_multiplicity": 2,
  "total_energy_ha": -2638.9067,
  "symbols": ["Co", "O", "C", "O", "C", "C", "C", "C", "C", "N", "C", "O", "O", "H", "H", "H", "C", "C", "S", "O", "C", "C", "H", "H", "H", "H", "H", "H", "H", "H", "H", "H"],
  "positions_angstrom": [[-0.72193, 0.12974, -0.12896], [-0.58381, -2.70333, 2.60374], [-0.86203, -1.81126, 1.83521], [-0.09564, -0.83428, 1.44168], [-2.26858, -1.69724, 1.25494], [-3.44064, -2.22067, 1.76005], [-4.63781, -1.81071, 1.17910], [-4.64722, -0.86965, 0.15210], [-3.42973, -0.39563, -0.29522], [-2.31095, -0.86596, 0.22820], [-3.16522, 0.78271, -1.22713], [-4.04217, 1.21379, -1.93508], [-1.96367, 1.27367, -1.05965], [-3.40234, -2.90358, 2.59763], [-5.57595, -2.19772, 1.55855], [-5.55972, -0.48222, -0.28057], [1.73744, 2.92159, -1.71126], [2.75174, 1.82023, -1.42475], [2.03647, 0.62715, -0.30630], [0.96106, -0.05796, -1.17358], [3.38209, -0.53713, -0.16151], [4.30996, -0.15803, 0.98796], [2.17356, 3.66263, -2.38059], [1.43594, 3.43087, -0.79433], [0.84463, 2.51649, -2.18670], [3.66010, 2.19712, -0.94893], [3.01171, 1.25017, -2.32046], [3.88733, -0.58105, -1.12790], [2.86739, -1.48171, 0.02013], [4.88405, 0.74378, 0.76809], [5.01755, -0.96628, 1.16822], [3.74642, 0.00448, 1.90731]],
  "forces_ev_per_angstrom": [[-1.2, -0.6, 0.2], [0.0, 0.0, 0.1], [0.0, 0.1, 0.0], [0.4, -0.2, -0.4], [0.1, -0.1, 0.1], [-0.1, -0.2, 0.0], [0.0, 0.0, 0.0], [0.0, -0.1, -0.1], [-0.1, 0.0, -0.2], [0.5, 0.8, 0.3], [0.1, 0.2, 0.3], [-0.1, 0.0, -0.1], [0.2, -0.2, -0.5], [0.0, 0.0, 0.0], [0.0, 0.0, 0.0], [0.0, 0.0, 0.0], [0.1, 0.0, 0.0], [0.0, 0.0, -0.1], [-0.2, 0.0, 0.1], [0.3, 0.5, 0.4], [0.1, -0.1, 0.0], [0.0, 0.0, 0.0], [0.0, 0.0, 0.0], [0.0, 0.0, 0.0], [0.0, 0.0, 0.0], [0.0, 0.0, 0.0], [0.0, 0.1, 0.0], [0.0, -0.1, 0.0], [0.1, 0.0, 0.0], [0.0, 0.0, 0.0], [0.0, 0.0, 0.0], [0.0, 0.0, 0.0]]
}


(4)
{
  "formula": "C2H4ClN",
  "method": "ωB97M-V/def2-TZVPD",
  "homo_ev": -8.99,
  "total_energy_ha": -593.4461,
  "relative_energy_kj_mol": 249.6,
  "symbols": ["C", "C", "N", "Cl", "H", "H", "H", "H"],
  "positions_angstrom": [[-0.70857, 0.02589, -1.20058], [0.57126, 0.48658, 0.66639], [-0.08169, 0.72809, -0.54249], [-0.88165, -2.30777, 0.42474], [-1.10121, -0.13995, -2.17799], [1.37350, -0.14820, 0.35125], [-0.10382, -0.08912, 1.44460], [0.93219, 1.44449, 1.03408]],
  "forces_ev_per_angstrom": [[-1.2, -1.6, -1.5], [0.0, 0.3, 2.9], [-0.2, 0.3, 0.6], [0.0, 1.1, -1.0], [-0.5, -0.6, -0.1], [0.7, -0.5, 0.5], [1.1, 1.1, -1.9], [0.2, -0.2, 0.4]]
}


(5)
{
  "formula": "C6H10OSe",
  "method": "ωB97M-V/def2-TZVPD",
  "smiles": "O=C1CCCC[C@@H]1[SeH]",
  "homo_ev": -8.47,
  "total_energy_ha": -2711.2290,
  "relative_energy_kj_mol": 21.1,
  "symbols": ["C", "C", "C", "C", "C", "C", "O", "Se", "H", "H", "H", "H", "H", "H", "H", "H", "H", "H"],
  "positions_angstrom": [[-1.19680, -0.26380, -0.38167], [-0.79970, -1.08506, 0.89333], [0.30653, -0.27533, 1.59741], [1.41884, 0.08295, 0.68523], [0.89638, 0.86428, -0.56806], [-0.01975, 0.02091, -1.41170], [-2.24712, 0.32160, -0.50359], [-0.78254, 1.10367, -2.87145], [-1.74627, -0.99707, 1.62425], [-0.52972, -2.04221, 0.62195], [-0.15574, 0.48421, 2.13882], [0.59024, -0.95903, 2.53961], [2.05272, 0.86354, 1.08548], [2.08183, -0.71730, 0.35421], [0.18826, 1.63982, -0.27080], [1.70925, 1.17783, -1.28357], [0.38032, -0.80011, -1.84650], [-2.14672, 0.58110, -2.40296]],
  "forces_ev_per_angstrom": [[0.6, -0.2, -0.2], [-3.2, 4.1, 1.0], [0.4, -4.2, 2.0], [0.8, 2.1, -1.4], [0.5, -1.0, -0.6], [-3.2, 2.0, 1.5], [0.0, -0.8, 0.8], [-0.9, -0.7, 0.2], [1.9, -0.8, -1.8], [0.6, -2.2, -0.4], [-0.6, 2.1, 0.2], [0.1, 1.2, -2.1], [0.5, -0.2, 0.8], [-0.3, -0.3, 0.2], [0.9, 0.8, 0.2], [-0.6, 0.3, 1.3], [1.4, -2.8, -0.9], [1.0, 0.8, -0.8]]
}


(6)
{
  "formula": "C6H11Cl2O3",
  "method": "ωB97M-V/def2-TZVPD",
  "total_charge": -1,
  "homo_ev": -4.18,
  "total_energy_ha": -1381.3523,
  "relative_energy_kj_mol": 0.0,
  "symbols": ["C", "O", "C", "C", "C", "C", "O", "O", "H", "H", "H", "H", "H", "H", "H", "H", "H", "C", "Cl", "Cl", "H", "H"],
  "positions_angstrom": [[-3.64821, -0.07314, -0.19210], [-3.13623, -0.45520, 1.10151], [-1.90653, 0.29677, 1.34394], [-0.70412, -0.52976, 0.74027], [-0.07383, 0.06389, -0.56715], [0.93199, 1.25797, -0.29104], [1.93239, 1.36724, -1.04068], [0.71855, 2.09665, 0.67211], [-3.94158, -0.99484, -0.77317], [-2.90325, 0.49646, -0.79398], [-4.57146, 0.53504, -0.00945], [-1.78381, 0.30420, 2.46236], [-1.97212, 1.34994, 0.98099], [0.05497, -0.66621, 1.55590], [-1.09043, -1.56170, 0.49844], [0.57082, -0.74792, -1.01243], [-0.80647, 0.34241, -1.36290], [4.44399, -0.54850, -0.53099], [3.40379, -1.81887, -1.17786], [5.78643, -0.19160, -1.63109], [3.84592, 0.35375, -0.39511], [4.84921, -0.87658, 0.42243]],
  "forces_ev_per_angstrom": [[-0.6, -0.6, 0.2], [0.4, 1.3, -1.0], [0.6, -1.3, 0.9], [-0.4, 0.4, -0.3], [1.3, -0.5, 0.5], [0.3, 2.2, 1.3], [-0.3, -0.9, -0.3], [-0.7, -2.2, -1.3], [0.3, 0.8, 0.6], [-0.6, -0.4, 0.5], [0.7, -0.3, -0.4], [-0.2, 0.2, -1.0], [0.1, -0.8, 0.2], [-0.4, 0.3, -1.0], [0.2, 1.0, 0.4], [-0.6, 0.8, 0.3], [0.4, -0.1, 0.8], [-0.2, 0.3, 0.3], [0.0, -0.1, 0.1], [0.1, 0.0, 0.0], [-0.2, -0.1, -0.3], [0.1, -0.1, -0.2]]
}